Record 1
{"formula": "C7H11N3O", "method": "the ωB97M-V functional and the def2-TZVPD basis", "spin_multiplicity": 1, "homo_lumo_gap_ha": [0.281, 0.281], "e_lumo_ev": [0.5294, 0.5287], "e_above_lowest_kcal_mol": 144.0, "elements": ["C", "C", "C", "C", "C", "C", "C", "N", "N", "N", "O", "H", "H", "H", "H", "H", "H", "H", "H", "H", "H", "H"], "positions_angstrom": [[2.357836, 1.178630, -0.608551], [1.691384, 2.194690, -0.018181], [1.654029, -0.112223, -0.245560], [-1.660352, -0.702346, -1.535825], [-1.287108, 0.380928, 2.106242], [-0.809438, -1.827254, -1.019328], [-0.291753, -0.282682, 1.183958], [0.589995, 1.795142, 0.709828], [0.474435, -1.819517, -1.111780], [0.528327, 0.493055, 0.557386], [1.233905, -0.688120, -1.390247], [3.216352, 1.106678, -1.199710], [1.789204, 3.278406, -0.068876], [2.353718, -0.856164, 0.326380], [-0.998228, 0.032250, -1.833598], [-2.150683, -1.152030, -2.342567], [-2.330315, -0.367738, -0.757512], [-1.959296, 1.026059, 1.554366], [-0.757648, 0.741570, 2.968954], [-2.155236, -0.267484, 2.458384], [-1.220562, -2.769207, -0.837987], [-0.268566, -1.382643, 1.104225]], "forces_ev_per_angstrom": [[-0.7143, -0.1752, 1.0617], [-0.2148, -0.3456, -0.4703], [2.5612, 1.2639, 1.3890], [0.1337, -1.6851, 2.1823], [-1.8196, -2.0926, -0.5460], [2.4514, 2.9720, -2.4632], [-1.7251, -0.3666, 1.5248], [-0.3915, 0.9236, -0.0721], [-0.2296, -3.1485, 1.3374], [0.8285, -2.2441, 0.8696], [-2.3628, 0.0129, -2.1787], [1.0395, 0.4246, -0.7525], [0.5102, -0.4084, -0.0954], [-1.7323, 1.1968, -0.4023], [0.9759, 1.8256, -0.7242], [-1.2476, -0.1868, -1.3749], [-0.4475, 0.2483, -0.0581], [0.7690, 1.4095, -0.0374], [-0.1083, 0.9304, 0.2571], [1.6868, -0.2764, -0.0901], [-0.5106, -1.4695, 0.5686], [0.5479, 1.1909, 0.0749]]}

***

Record 2
{"formula": "C7H11N3O", "method": "the ωB97M-V functional and the def2-TZVPD basis", "spin_multiplicity": 1, "homo_lumo_gap_ha": 0.330, "e_lumo_ev": 0.7295, "e_above_lowest_kcal_mol": 106.1, "elements": ["C", "C", "C", "C", "C", "C", "C", "N", "N", "N", "O", "H", "H", "H", "H", "H", "H", "H", "H", "H", "H", "H"], "positions_angstrom": [[1.176862, 0.801427, 0.236041], [-0.029070, 0.370136, 0.393611], [2.232205, -0.269894, 0.446990], [-1.545671, -0.698744, -0.867646], [-0.549431, -1.956071, -0.562388], [1.592561, 2.066022, -0.392551], [-2.208465, 0.911750, 0.965421], [1.704930, -1.498532, 0.439672], [-1.287037, 0.400832, -0.002012], [0.291914, -1.657501, 0.599273], [3.420703, -0.025654, 0.425390], [-1.323743, -0.506748, -1.820903], [-2.604740, -0.951434, -0.855714], [-1.167736, -2.856497, -0.402825], [0.141710, -1.963275, -1.431699], [0.858384, 2.265366, -1.224031], [2.643698, 1.807815, -0.652871], [1.586560, 2.841175, 0.391904], [-1.592842, 1.337057, 1.819632], [-2.744598, 1.799011, 0.597220], [-2.882800, 0.089672, 1.382176], [2.286599, -2.305911, 0.515310]], "forces_ev_per_angstrom": [[0.3703, -0.9192, 0.3947], [0.5712, -3.6175, -0.2295], [0.2210, 0.6531, -0.5089], [-1.0279, -2.2013, 2.6899], [1.1598, 1.1743, 0.1361], [0.1424, -0.0034, 0.1101], [-0.7098, 0.2581, 2.1491], [-2.1891, -0.4935, -0.7272], [0.6879, 0.6072, 0.2460], [-0.7140, 2.7675, 0.8232], [0.4383, 0.1140, 0.2291], [0.8138, 1.3297, -3.7521], [-0.0628, -0.1301, 0.3312], [0.5745, 0.2719, -0.2263], [-0.7217, -0.6917, 0.0960], [1.1654, 0.2541, 0.6781], [-0.6442, 0.9824, -0.4619], [0.0632, 0.0764, -0.6855], [-0.7845, -0.7454, -0.8138], [-0.3099, -0.6382, -0.1273], [0.6651, 1.2220, -0.5910], [0.2910, -0.2704, 0.2401]]}